[1]
47
Properties=species:S:1:pos:R:3:forces:R:3:mulliken_charge:R:1 method="wB97M-V/def2-TZVPD" gap_ev=9.68 smiles="CCOC(C)=O.CCOC(C)=O.CCOC(C)=O.SBI" e_tot_ha=-1645.0458 multiplicity=1
C -0.52338 2.64787 2.07067 0.155 -0.022 -0.002 -0.60
C -0.75961 4.12062 1.80699 -0.033 -0.170 0.067 -0.41
O 0.41388 4.90360 2.04828 -0.070 0.193 0.066 -0.34
C 1.39355 5.06844 1.12811 0.080 -0.160 -0.040 0.72
C 1.38296 4.22170 -0.11809 -0.294 0.514 0.024 -0.83
O 2.27649 5.84349 1.38047 -0.040 0.010 0.038 -0.60
H 0.22118 2.23129 1.39109 -0.055 -0.003 -0.053 0.06
H -1.45161 2.08802 1.94794 -0.012 0.016 0.011 0.36
H -0.16132 2.50664 3.09006 -0.059 0.019 0.019 0.24
H -1.15245 4.30163 0.80551 0.067 0.017 -0.017 0.37
H -1.49062 4.50932 2.51366 -0.018 0.039 0.019 0.21
H 2.01128 3.35507 0.04557 0.038 -0.088 -0.018 0.17
H 1.80515 4.80707 -0.93050 0.157 -0.050 0.047 0.41
H 0.39616 3.88688 -0.42356 0.041 -0.129 0.046 0.25
C 1.96193 -2.07600 0.04473 0.304 0.234 0.146 -0.95
C 1.07848 -1.32229 -0.91987 0.001 -0.197 0.023 -0.31
O 1.32041 0.09491 -0.89738 -0.174 0.061 -0.032 -0.37
C 2.29532 0.68218 -1.61000 0.154 0.011 0.090 0.83
C 3.33911 -0.16654 -2.29580 -0.177 -0.070 -0.266 -1.08
O 2.34149 1.88501 -1.63243 0.035 -0.199 -0.135 -0.57
H 3.01842 -1.97618 -0.21014 -0.020 -0.003 -0.058 0.27
H 1.70100 -3.12668 0.03418 -0.029 -0.076 0.006 0.39
H 1.83593 -1.68817 1.05687 -0.054 0.004 -0.016 0.28
H 1.15832 -1.70693 -1.93688 0.028 0.013 0.003 0.35
H 0.03596 -1.42773 -0.62598 -0.006 0.073 0.004 0.24
H 4.20515 -0.24204 -1.63929 0.004 -0.001 0.014 0.28
H 3.63763 0.34155 -3.20936 0.069 0.093 0.081 0.34
H 3.00430 -1.16657 -2.55701 0.034 -0.025 0.104 0.32
C -3.39639 -4.66451 -3.40130 0.053 0.116 0.067 -0.96
C -2.34967 -5.68367 -3.00395 -0.172 -0.011 -0.069 -0.43
O -1.16812 -5.06699 -2.47862 0.136 -0.096 -0.057 -0.35
C -1.04243 -4.69754 -1.19322 -0.064 0.140 0.061 0.73
C -2.25028 -4.70655 -0.28655 0.010 -0.312 0.062 -1.04
O 0.03035 -4.31007 -0.81014 -0.152 -0.095 -0.098 -0.54
H -3.74643 -4.08954 -2.54381 -0.037 -0.049 0.017 0.28
H -4.25466 -5.16131 -3.85377 0.008 -0.013 -0.010 0.36
H -2.98001 -3.96072 -4.12181 -0.004 -0.036 -0.035 0.30
H -2.73796 -6.42480 -2.30423 0.003 0.036 0.032 0.37
H -2.00754 -6.22815 -3.88205 0.073 0.020 0.016 0.31
H -2.67778 -3.70431 -0.27281 -0.004 0.010 -0.007 0.26
H -1.91524 -4.95564 0.71707 0.055 0.126 0.007 0.35
H -3.02173 -5.41677 -0.57089 -0.037 0.082 -0.059 0.33
S 0.77940 4.58549 5.74647 -0.234 -0.459 -0.219 -0.24
B -0.76142 5.48432 5.63894 0.366 -0.054 -0.088 0.17
I -2.57562 4.36469 5.70663 0.102 0.129 0.177 -0.06
H 1.57890 5.37935 5.01660 -0.105 0.382 0.242 0.17
H -0.79846 6.66055 5.53958 -0.123 -0.021 -0.210 -0.05

=====

[2]
144
Properties=species:S:1:pos:R:3:forces:R:3:mulliken_charge:R:1 method="wB97M-V/def2-TZVPD" gap_ev=8.79 e_tot_ha=-5241.7973 e_above_lowest_kj_mol=458.2 multiplicity=1
C -5.26897 -1.39292 5.04635 0.620 0.283 1.321 -1.23
S -3.84326 -0.43727 4.34708 0.991 -1.653 -0.742 0.67
O -2.51627 -0.86338 4.96346 -1.651 0.466 -0.098 -0.61
C -3.88968 -1.41205 2.77779 -0.470 -0.020 0.180 -0.22
H -6.13976 -1.44290 4.39264 0.310 0.011 -0.122 0.34
H -5.55559 -0.90140 5.97606 -0.123 0.437 -0.129 0.39
H -4.93949 -2.35899 5.42875 0.164 -0.279 -0.677 0.40
H -3.32952 -0.94839 1.96579 -0.181 0.197 0.256 -0.81
H -4.93997 -1.56427 2.52916 0.040 0.387 -0.346 0.41
H -3.50677 -2.42337 2.91458 0.303 0.105 0.509 0.74
C -6.38220 -0.52743 -2.33137 0.701 0.894 -0.499 -1.13
S -4.64601 -0.91560 -1.99757 -0.716 0.381 1.362 0.63
O -4.02438 0.40848 -1.61805 -0.162 -0.951 -0.284 -0.52
C -4.97513 -1.84502 -0.45327 0.014 0.148 -0.252 -0.43
H -6.99310 -1.40191 -2.55540 0.152 0.172 -0.177 0.39
H -6.18243 0.14945 -3.16204 -0.705 -0.302 -0.615 0.38
H -6.82895 0.15006 -1.60368 0.159 -0.427 0.527 0.31
H -5.71689 -2.62130 -0.64110 0.419 -0.370 -0.369 0.54
H -5.45772 -1.23587 0.31102 0.443 0.390 -0.190 -0.04
H -4.00767 -2.23417 -0.13594 -0.237 -0.222 0.193 0.02
C 2.11081 -2.91011 2.82663 -0.720 0.362 0.458 -0.77
S 0.37500 -3.39808 2.44502 0.192 -0.717 2.185 0.88
O 0.38915 -4.89744 2.30840 0.005 0.865 -0.310 -0.75
C -0.25494 -3.04216 4.19268 0.057 0.786 -1.091 -1.08
H 2.61358 -2.72111 1.87816 0.276 -0.424 0.249 -0.36
H 2.50033 -3.66169 3.51328 0.252 -0.475 -0.683 0.61
H 2.15728 -2.00859 3.43754 -0.389 0.364 -0.381 0.40
H -1.34008 -3.14080 4.22172 0.147 -0.382 -0.087 0.27
H -0.08808 -1.97580 4.34473 0.080 0.094 -0.007 0.27
H 0.24120 -3.59115 4.99302 0.089 -0.336 -0.424 0.44
C -1.43893 -0.18344 0.25252 0.602 0.184 0.631 -0.88
S 0.26053 0.54241 0.13761 -0.823 -0.630 -0.754 0.84
O 0.78618 0.45831 1.54306 0.077 -0.388 -0.588 -0.59
C 1.01538 -0.83633 -0.84257 0.123 0.017 1.099 -0.20
H -2.07040 0.56253 0.73510 -0.056 0.271 -0.408 -0.03
H -1.34907 -0.97076 1.00096 0.263 -0.357 -0.200 0.16
H -1.88647 -0.53547 -0.67694 0.240 0.263 -0.017 0.18
H 0.58771 -1.12797 -1.80182 -0.297 0.530 0.043 0.66
H 0.93437 -1.68642 -0.16517 0.089 -0.168 -0.008 0.22
H 2.06806 -0.58020 -0.96243 -0.040 0.109 -0.071 -0.63
C -5.43251 1.39468 0.94695 -0.553 0.806 0.273 -0.64
S -6.20383 2.81181 1.89913 -1.501 -0.190 -1.161 0.54
O -7.51410 3.11589 1.12811 2.022 -0.945 1.550 -0.68
C -6.50455 2.06689 3.58528 0.273 0.025 -0.253 -0.54
H -4.57081 0.90875 1.40461 -0.071 0.334 0.272 -0.08
H -5.12191 1.88835 0.02613 0.078 -0.125 0.057 0.38
H -6.19098 0.65661 0.68601 -0.201 0.178 0.256 0.37
H -7.44360 2.39663 4.02975 -0.018 0.270 -0.429 0.43
H -5.67635 2.47835 4.16224 0.038 0.010 0.051 0.21
H -6.45964 0.98182 3.67859 -0.053 -0.041 -0.497 -0.02
C 5.19520 -1.62890 -5.99732 -0.004 -0.780 0.048 -1.08
S 5.55836 -0.59326 -4.48986 -0.342 2.036 -3.371 0.60
O 6.17221 0.64006 -5.20067 -0.475 -1.807 1.685 -0.71
C 3.85666 -0.04848 -4.05572 -0.204 -0.043 0.353 -0.68
H 4.87232 -1.01075 -6.83501 -0.323 0.411 0.509 0.35
H 4.51936 -2.47002 -5.84287 -0.521 0.326 0.382 0.29
H 6.06640 -2.14529 -6.40038 0.663 0.396 0.590 0.39
H 3.98532 0.91466 -3.56184 0.264 -0.076 0.296 0.20
H 3.39443 -0.77081 -3.38290 0.190 -0.061 0.169 0.01
H 3.09488 0.17024 -4.80403 0.634 -0.331 -0.793 0.61
C 0.32489 5.74387 -0.48351 -1.685 1.005 -0.237 -1.20
C -0.61541 6.67939 -0.03010 0.069 0.909 1.248 -0.64
C -1.74938 6.33815 0.74378 1.281 -1.198 -0.823 -0.82
C -1.92040 4.98474 0.98742 -1.076 0.097 0.421 -0.41
C -1.04824 4.02840 0.49427 -1.829 0.460 1.274 -0.49
C -0.01669 4.43621 -0.26300 1.941 -1.787 -0.946 0.52
H 1.16483 6.02253 -1.10258 0.072 0.028 0.104 0.58
H -0.41638 7.73916 -0.09072 0.149 0.160 -0.505 0.33
H -2.46867 7.02273 1.16847 0.211 0.355 -0.258 0.46
H -2.80554 4.67684 1.52420 -0.004 -0.154 0.319 0.42
H -1.21574 2.99372 0.75462 -0.004 -0.165 -0.314 0.55
H 0.51916 3.59490 -0.67709 0.808 0.209 -0.284 0.71
C 7.47492 -0.47183 -0.02816 1.183 0.231 0.031 -0.82
C 6.59825 -0.02835 -0.97643 -0.720 0.766 -0.926 -0.65
C 5.24016 -0.29901 -0.85384 0.727 -0.131 -0.055 0.70
C 4.82700 -1.04589 0.22798 -0.995 -1.193 1.220 0.77
C 5.70145 -1.68616 1.11272 1.675 1.753 -1.028 -0.92
C 7.05232 -1.28664 0.96481 -1.403 -1.966 1.748 -0.48
H 8.52898 -0.23868 0.00347 0.061 0.333 -0.493 0.38
H 6.91819 0.61050 -1.78631 0.184 -0.046 -0.163 0.53
H 4.54688 0.03829 -1.61014 -0.080 0.286 0.356 -0.23
H 3.77969 -1.11794 0.48166 -0.415 -0.236 -0.457 -0.18
H 5.46604 -2.36878 1.91585 -0.528 0.164 -0.010 0.47
H 7.74057 -1.66255 1.70738 0.315 -0.022 -0.051 0.36
C -3.11178 -4.59161 -2.91407 -1.622 -0.565 -1.093 -0.29
C -3.62728 -5.88701 -2.73584 1.260 0.968 0.549 -0.62
C -3.17621 -6.56627 -1.60573 -0.616 0.206 0.169 -0.30
C -2.37013 -5.92814 -0.67141 0.974 1.143 0.068 -0.64
C -1.84111 -4.62067 -0.87695 -0.902 -1.340 -1.409 -0.16
C -2.24631 -3.97196 -2.06346 0.906 -0.117 1.809 -0.50
H -3.52629 -4.07278 -3.76578 0.314 0.334 -0.214 0.38
H -4.29380 -6.23732 -3.51007 -0.050 -0.486 0.263 0.40
H -3.48417 -7.56475 -1.33261 -0.204 -0.155 -0.326 0.35
H -2.12097 -6.49089 0.21607 0.251 0.093 0.124 0.42
H -1.05598 -4.18004 -0.28045 -0.214 -0.093 0.461 0.45
H -1.85837 -2.97976 -2.24078 -0.049 0.120 -0.328 0.55
O 2.00055 3.20912 -4.43827 1.046 0.852 -0.147 -0.55
C 0.85788 2.98377 -4.22744 0.311 -2.033 -0.030 0.41
O -0.13533 3.48375 -4.95212 -1.395 1.586 -1.258 -0.42
C -1.41787 2.98478 -4.56668 -0.153 -0.795 1.630 -0.52
C -1.13615 2.34503 -3.22400 0.109 -1.863 1.056 0.17
C 0.29803 1.89560 -3.35144 0.868 0.426 0.735 0.88
H -1.78315 2.18443 -5.21020 0.227 0.356 -0.609 0.28
H -2.20327 3.71794 -4.38308 0.437 0.536 -0.809 0.39
H -1.73571 1.45788 -3.02003 -0.580 0.298 -0.004 0.14
H -1.19782 3.00119 -2.35582 -0.257 0.290 -0.237 -0.19
H 0.51690 0.94263 -3.83315 -0.509 -0.085 -0.474 0.30
H 0.87153 1.80558 -2.42890 -0.106 0.394 0.139 -0.86
O -3.09372 3.15333 3.75898 2.551 0.106 1.859 -0.48
C -1.88855 3.05114 4.07234 -3.205 -0.576 -3.742 0.23
O -1.16816 3.95814 4.67720 -1.408 1.915 1.043 -0.38
C 0.19439 3.84814 4.45669 2.341 -1.691 0.064 -0.64
C 0.39114 2.58998 3.57177 -0.759 0.146 -0.988 0.60
C -1.02242 1.96058 3.52862 0.892 -0.480 1.404 1.07
H 0.71167 3.68373 5.40194 -0.243 0.029 0.306 0.33
H 0.68159 4.73045 4.04164 -0.736 0.279 -0.271 0.24
H 1.21811 1.94924 3.87782 -0.283 -0.024 0.096 0.50
H 0.54640 2.85937 2.52706 0.519 0.274 0.095 -0.57
H -1.15592 1.16617 4.26291 0.236 -0.414 0.057 0.36
H -1.33063 1.53408 2.57404 -0.019 0.468 0.166 -1.21
O 2.09064 -3.02324 -3.81378 1.355 -1.308 1.901 -0.63
C 2.74154 -3.61605 -2.96116 -1.037 0.843 -0.689 0.38
O 2.24820 -3.80095 -1.66460 0.708 -0.001 -1.748 -0.11
C 3.21211 -4.49925 -0.87349 1.060 0.699 0.646 0.13
C 4.59603 -4.40730 -1.61357 -1.471 -1.414 0.255 -0.65
C 4.17096 -4.20578 -3.07190 -0.085 0.748 0.967 -0.09
H 2.90488 -5.51984 -0.64523 -0.177 -0.079 -0.537 0.33
H 3.25120 -4.00815 0.09882 0.006 0.173 -0.041 -0.12
H 5.01646 -5.40686 -1.50304 0.567 0.276 0.107 0.37
H 5.26886 -3.63731 -1.23607 -0.252 -0.034 0.017 0.15
H 4.18807 -5.14542 -3.62408 -0.223 0.205 -0.163 0.36
H 4.88103 -3.49172 -3.48905 -0.447 -0.003 -0.621 -0.01
O 3.25113 2.16883 -1.40879 0.023 0.886 1.238 -0.27
C 3.32554 2.87090 -0.41463 -0.201 -0.904 -0.464 0.07
O 3.20173 4.20883 -0.47390 -0.042 0.656 0.503 -0.42
C 3.35109 4.86037 0.82815 -0.024 -0.497 0.372 -0.34
C 3.66606 3.73575 1.83211 0.784 -0.867 -0.066 -0.69
C 3.46882 2.41981 1.03145 -0.016 0.795 0.101 1.28
H 2.46545 5.40375 1.15752 -0.410 -0.256 -0.679 0.13
H 4.12763 5.62073 0.74475 0.202 -0.315 -0.151 0.45
H 3.08592 3.69287 2.75390 -0.395 0.447 -0.265 0.19
H 4.69392 3.81065 2.18708 0.132 0.014 -0.212 0.35
H 2.53208 1.94109 1.31683 -0.062 -0.132 -0.070 -0.89
H 4.26244 1.68497 1.16664 0.005 0.095 -0.195 0.14

=====

[3]
55
Properties=species:S:1:pos:R:3:forces:R:3:mulliken_charge:R:1 method="wB97M-V/def2-TZVPD" gap_ev=7.86 smiles="O=c1c(/C=N/CCN2CCNCC2)c(-c2ccccc2)[nH]n1-c1ccc([N+](=O)[O-])cc1" e_tot_ha=-1406.8755 e_above_lowest_kj_mol=402.6 multiplicity=1
O 1.47193 -0.73813 -2.70732 0.019 -0.267 -0.232 -0.74
C 1.52703 -0.04737 -1.71388 -0.081 0.338 0.171 0.31
C 1.04273 -0.29737 -0.36621 0.187 0.772 0.065 0.04
C 0.43756 -1.56790 -0.06747 -0.160 -0.564 0.059 -0.40
N -0.05084 -1.87249 1.05887 0.311 0.449 -0.062 -0.17
C -0.58423 -3.17938 1.28040 -0.170 -0.442 0.214 -0.97
C -1.89015 -3.13074 2.08438 0.221 -0.189 -0.300 -0.65
N -3.04293 -2.90107 1.23548 -0.073 -0.018 0.146 0.09
C -3.16457 -1.51961 0.80772 -0.088 0.046 -0.413 0.07
C -4.30757 -1.39355 -0.20473 0.211 0.222 0.207 -1.06
N -5.57465 -1.85860 0.32683 -0.237 0.180 0.048 -0.38
C -5.42447 -3.21225 0.82503 0.038 -0.086 0.380 -0.89
C -4.28586 -3.34249 1.84355 -0.201 -0.113 -0.253 -0.56
C 1.35574 0.80077 0.40667 0.151 -0.495 -0.713 0.04
C 1.11146 1.12980 1.80198 -0.039 0.225 0.408 0.39
C 2.03137 1.92062 2.49532 -0.033 -0.098 -0.092 -0.43
C 1.80556 2.26031 3.81507 0.028 0.102 0.078 -0.72
C 0.65638 1.82869 4.45781 0.032 -0.021 -0.015 -0.44
C -0.26223 1.04901 3.77420 -0.043 0.032 0.061 -0.68
C -0.04088 0.69776 2.45605 0.013 0.121 -0.128 -0.08
N 2.08223 1.67797 -0.35336 0.280 0.108 0.298 -0.43
N 2.12376 1.22799 -1.65846 -0.386 -0.278 0.244 0.23
C 2.84384 1.89240 -2.63265 0.427 0.353 -0.341 0.70
C 2.69541 1.53463 -3.97871 -0.106 -0.117 0.163 -0.50
C 3.39569 2.20994 -4.95142 0.300 0.358 -0.057 -0.49
C 4.24612 3.25369 -4.59633 -0.650 -0.671 0.996 -0.18
N 4.96703 3.96623 -5.61095 0.324 0.333 -0.433 0.99
O 4.81559 3.61757 -6.76360 0.003 -0.035 -0.227 -0.62
O 5.68532 4.87981 -5.25606 0.152 0.173 0.000 -0.62
C 4.40952 3.61006 -3.26189 0.094 0.109 -0.452 -0.61
C 3.71486 2.93370 -2.28497 -0.217 -0.237 0.041 -0.36
H 0.44214 -2.25797 -0.92263 -0.044 -0.051 0.089 0.36
H -0.74666 -3.73932 0.34693 0.004 -0.009 0.100 0.38
H 0.15577 -3.71648 1.88499 -0.055 -0.047 -0.038 0.43
H -2.02623 -4.10219 2.56575 -0.006 0.056 0.024 0.57
H -1.79066 -2.36510 2.87280 -0.017 -0.065 0.035 0.18
H -2.22721 -1.21153 0.34502 -0.080 0.081 0.052 0.03
H -3.36148 -0.85108 1.67132 0.031 -0.018 -0.033 0.18
H -4.41609 -0.35385 -0.52103 0.052 -0.040 -0.050 0.42
H -4.07559 -2.00591 -1.07978 0.069 0.087 -0.033 0.36
H -5.86085 -1.25027 1.09125 -0.011 -0.057 -0.118 0.29
H -6.36755 -3.53145 1.27377 0.035 -0.065 -0.039 0.40
H -5.20646 -3.85330 -0.03291 -0.035 -0.086 0.066 0.34
H -4.17963 -4.38780 2.14244 0.010 0.014 0.056 0.43
H -4.53068 -2.74734 2.74591 0.001 -0.045 -0.028 0.32
H 2.94155 2.24129 2.00913 0.090 0.007 -0.038 0.48
H 2.52894 2.86171 4.34534 0.059 0.038 0.034 0.39
H 0.48177 2.09647 5.48905 -0.017 0.015 0.087 0.39
H -1.15792 0.71161 4.27395 -0.088 -0.036 0.022 0.41
H -0.74332 0.07992 1.92452 -0.061 0.016 0.028 0.46
H 2.05611 2.67550 -0.19410 -0.225 -0.088 -0.137 0.42
H 2.04124 0.71961 -4.23823 -0.026 0.000 -0.017 0.47
H 3.29245 1.94777 -5.99296 -0.024 -0.025 -0.018 0.46
H 5.08682 4.41184 -3.01081 0.007 0.012 0.020 0.47
H 3.87280 3.19787 -1.25106 0.026 0.011 0.075 0.47

=====

[4]
18
Properties=species:S:1:pos:R:3:forces:R:3:mulliken_charge:R:1 method="wB97M-V/def2-TZVPD" gap_ev=9.52 e_tot_ha=-347.2150 e_above_lowest_kj_mol=222.2 charge=+1 multiplicity=1
C -0.25760 0.76527 1.76375 -0.154 0.476 -1.816 0.50
C 0.45378 0.61128 -1.29216 -1.900 -1.684 -1.956 -0.31
C 0.72671 -1.54420 1.33876 1.693 0.020 0.001 -1.00
C -0.55017 0.02480 -2.28219 -0.533 -0.708 1.591 -1.15
C -0.14952 -0.47761 0.83080 -1.531 0.504 -0.064 0.11
O -0.57057 1.84174 0.88933 0.756 -4.790 0.636 -0.42
O -0.13075 0.67548 2.94418 -0.286 0.824 -1.279 -0.40
H 1.49034 0.53394 -1.58372 0.296 -0.073 0.355 0.42
H -0.66029 2.62404 1.33235 -0.475 3.545 2.266 0.34
H 0.03436 1.51070 -0.99164 0.323 1.734 0.772 0.31
H 0.14793 -1.81466 2.24325 0.500 -0.301 -0.078 0.35
H 1.71108 -1.03723 1.66630 -1.426 -1.227 -0.350 0.31
H 0.90490 -2.45150 0.67947 -0.416 1.282 0.824 0.38
H -0.20185 0.32160 -3.21890 0.267 1.114 -1.800 0.41
H -0.52379 -1.02982 -2.41585 0.456 -1.213 0.313 0.40
H 0.41080 -0.03425 -0.25337 0.039 -0.281 0.470 -0.01
H -1.20008 -0.73712 0.48436 1.425 0.157 0.003 0.41
H -1.63529 0.21753 -2.13471 0.966 0.619 0.110 0.36